Entry 1:
Formula: C6H16OSi
Source: the Open Molecules 2025 dataset
Level of theory: the ωB97M-V functional and the def2-TZVPD basis

Values from the calculation:
Structure (SMILES) ... CC(C)O[Si](C)(C)C
E ... -16407.8443 eV
Energy relative to the best compared isomer or geometry (same formula, charge and spin) ... 55.5 kJ/mol
Kohn-Sham gap ... 10.77 eV

```
! RIJCOSX wB97M-V def2-TZVPD def2/J DEFGRID3
* xyz 0 1
C -2.393 -1.023 -0.592
C -0.863 -1.158 -0.576
C -0.372 -2.589 -0.791
O -0.412 -0.577 0.672
Si 0.625 0.782 0.590
C 2.337 0.399 -0.154
C 0.921 1.480 2.349
C -0.235 2.063 -0.537
H -2.896 -1.592 0.263
H -2.869 -1.281 -1.544
H -2.608 0.010 -0.555
H -0.345 -0.558 -1.344
H -0.519 -2.813 -1.858
H 0.722 -2.714 -0.688
H -0.756 -3.461 -0.218
H 2.635 -0.644 -0.366
H 3.029 0.910 0.517
H 2.373 0.905 -1.089
H 0.479 2.437 2.652
H 0.695 0.732 3.126
H 1.941 1.665 2.339
H -0.971 1.510 -1.116
H 0.341 2.802 -1.153
H -0.857 2.714 0.072
*
```

Atom charges from the natural (NBO) analysis, given in e for atoms 1 to 6:
1 C -0.627
2 C 0.105
3 C -0.635
4 O -0.891
5 Si 1.859
6 C -1.138

***

Entry 2:
Formula: C6H17AuN4O2
Source: the Open Molecules 2025 dataset
Level of theory: the ωB97M-V functional and the def2-TZVPD basis

Values from the calculation:
E ... -20230.2512 eV
Kohn-Sham gap ... 9.83 eV

```
! RIJCOSX wB97M-V def2-TZVPD def2/J DEFGRID3
* xyz 2 1
Au -0.246 -0.010 0.417
C 4.457 -0.012 0.207
O 3.828 0.002 1.516
C 2.529 0.002 1.572
O 1.820 -0.007 0.546
N 2.067 0.016 2.832
N 0.698 0.024 3.081
H 5.520 -0.010 0.415
H 4.168 0.877 -0.346
H 4.168 -0.913 -0.327
H 2.741 0.025 3.585
H 0.448 0.859 3.600
H 0.444 -0.794 3.623
N -4.447 -0.027 -2.078
C -4.109 -1.263 -1.286
C -2.643 -1.237 -0.887
N -2.278 -0.014 -0.126
C -2.641 1.199 -0.905
C -4.108 1.220 -1.304
H -5.442 -0.028 -2.317
H -3.940 -0.033 -2.968
H -4.331 -2.134 -1.899
H -4.772 -1.266 -0.421
H -1.998 -1.286 -1.766
H -2.428 -2.115 -0.280
H -2.805 -0.007 0.747
H -1.996 1.234 -1.784
H -2.425 2.085 -0.311
H -4.328 2.083 -1.930
H -4.770 1.238 -0.439
*
```

Atom charges from the natural (NBO) analysis, given in e for atoms 1 to 6:
1 Au 0.660
2 C -0.257
3 O -0.457
4 C 0.918
5 O -0.728
6 N -0.450

***

Entry 3:
Formula: C6H17ClN3
Source: the Open Molecules 2025 dataset
Level of theory: the ωB97M-V functional and the def2-TZVPD basis

Values from the calculation:
E ... -23479.8173 eV
Energy relative to the best compared isomer or geometry (same formula, charge and spin) ... 116.5 kJ/mol
Kohn-Sham gap ... 5.85 eV

```
! RIJCOSX wB97M-V def2-TZVPD def2/J DEFGRID3
* xyz 1 1
C -2.087 0.615 1.804
N -0.846 -0.087 1.565
C -0.820 -1.512 1.876
C 0.283 0.683 1.445
Cl 1.811 -0.054 1.848
H -2.897 -0.119 1.853
H -2.061 1.179 2.752
H -2.288 1.327 0.990
H -1.864 -1.843 1.911
H -0.291 -2.074 1.093
H -0.348 -1.722 2.850
H 0.219 1.649 1.966
C 1.297 0.046 -1.451
N 0.944 1.326 -0.835
N 0.182 2.150 -1.634
C -0.146 3.401 -0.954
C 0.725 2.352 -2.967
H 2.231 -0.288 -0.984
H 0.528 -0.720 -1.262
H 1.474 0.129 -2.525
H 0.396 1.138 0.136
H -0.751 4.000 -1.643
H -0.723 3.204 -0.039
H 0.758 3.980 -0.683
H 0.100 3.105 -3.460
H 1.769 2.716 -2.945
H 0.675 1.414 -3.527
*
```

Atom charges from the natural (NBO) analysis, given in e for atoms 1 to 6:
1 C -0.425
2 N -0.320
3 C -0.426
4 C -0.008
5 Cl 0.107
6 H 0.238

***

Entry 4:
Formula: C6H17N2
Source: the Open Molecules 2025 dataset
Level of theory: the ωB97M-V functional and the def2-TZVPD basis

Values from the calculation:
E ... -9465.7156 eV
Energy relative to the best compared isomer or geometry (same formula, charge and spin) ... 609.7 kJ/mol
Kohn-Sham gap ... 4.19 eV

```
! RIJCOSX wB97M-V def2-TZVPD def2/J DEFGRID3
* xyz 1 1
C 2.315 2.069 -0.121
N -0.584 -0.478 -0.669
C -1.627 -0.275 0.187
C -2.930 -0.888 -0.361
C -4.180 -0.468 0.399
C 2.548 0.807 -0.968
N 3.165 -0.343 -0.325
C 2.455 -0.900 0.769
H 3.220 2.478 0.332
H 1.773 2.774 -0.771
H -0.587 -1.439 -1.042
H -1.832 0.832 0.328
H -1.572 -0.600 1.262
H -3.062 -0.753 -1.439
H -2.861 -1.963 -0.128
H -4.339 0.599 0.625
H -4.106 -0.936 1.388
H -5.047 -0.786 -0.204
H 3.196 1.179 -1.760
H 1.557 0.379 -1.189
H 1.625 1.846 0.706
H 4.176 -0.292 -0.260
H 1.350 -0.741 0.543
H 2.828 -1.887 1.062
H 2.519 -0.215 1.637
*
```

Atom charges from the natural (NBO) analysis, given in e for atoms 1 to 6:
1 C -0.617
2 N -0.172
3 C -0.351
4 C -0.379
5 C -0.607
6 C -0.239

***

Number 4 is which compound?
C6H17N2

***

What is the Kohn-Sham gap in the third record?
5.85 eV